[1]
DFT (the ωB97M-V functional and the def2-TZVPD basis) results for CH3IO4S in the gas phase at a distorted geometry.

The geometry in XYZ format:
```
10
Properties=species:S:1:pos:R:3:forces:R:3
C 0.09976 0.32944 -0.24271 -0.2 0.3 2.8
O 0.52200 -2.03202 -2.01684 0.9 -0.3 0.7
O -0.50876 -0.64440 -3.77152 0.3 0.8 -0.9
O -0.62342 0.54111 -1.36949 -2.2 -1.8 -2.4
O -1.58037 -0.73866 -1.51641 2.3 1.4 -0.5
S -0.60914 -1.47965 -2.64614 -1.4 0.5 0.3
I -2.01068 -3.20588 -3.34924 -0.7 -0.7 0.1
H 0.78651 1.20617 -0.19496 0.1 -1.0 -0.2
H 0.46469 -0.69257 -0.11079 0.8 0.5 -0.5
H -0.59272 0.45577 0.58414 0.0 0.2 0.7
```
Positions in Å, forces in eV/Å.

The gap between HOMO and LUMO comes out at 0.347 Eh. Its SMILES is COOS(=O)(=O)I. As for the LUMO energy: -1.03 eV. Its electronic energy is -28206.94220 eV.



[2]
DFT (the ωB97M-V functional and the def2-TZVPD basis) results for 2 unconnected molecules or ions with the total composition CH3IOP2 at a distorted geometry.

The geometry in XYZ format:
```
8
Properties=species:S:1:pos:R:3:forces:R:3
C 1.18999 1.55139 -0.14256 -0.7 -0.6 0.0
O -0.01557 -2.80466 -0.89905 1.1 -0.6 -0.1
P -0.19135 0.63102 0.01275 0.8 0.5 -0.1
P -1.19278 -1.96594 -0.92895 -0.9 0.4 -0.3
I -2.38996 -2.32305 1.21950 -0.1 0.1 0.2
H 1.45389 2.36039 0.51760 0.0 0.1 0.1
H 1.88155 1.32836 -0.93652 0.2 0.0 -0.2
H -0.73576 1.22249 1.15724 -0.2 0.2 0.3
```
Positions in Å, forces in eV/Å.

The gap between HOMO and LUMO comes out at 0.316 Eh. Its SMILES is O=PI.C=P. As for the LUMO energy: -0.76 eV. Its electronic energy is -29810.47046 eV.



[3]
DFT (the ωB97M-V functional and the def2-TZVPD basis) results for a molecular structure, CH3IOS2 at a distorted geometry.

The geometry in XYZ format:
```
8
Properties=species:S:1:pos:R:3:forces:R:3
C -1.50739 0.05344 -0.16690 -0.6 0.5 0.3
O -0.40099 -0.70247 -0.61810 0.5 -0.5 -0.2
S 0.64372 -1.28508 0.44430 1.5 2.2 0.3
S 2.33979 0.88203 0.81575 -1.8 -1.8 -0.1
I 4.31275 0.30539 -0.27395 0.1 -0.1 -0.2
H -1.69386 -0.09918 0.89794 0.1 -0.1 -0.1
H -2.37422 -0.26962 -0.74527 0.1 0.0 0.0
H -1.31979 1.11548 -0.35378 0.0 -0.1 0.0
```
Positions in Å, forces in eV/Å.

The gap between HOMO and LUMO comes out at 0.243 Eh. As for the LUMO energy: -2.06 eV. Its electronic energy is -32901.94923 eV.



[4]
DFT (the ωB97M-V functional and the def2-TZVPD basis) results for 2 unconnected molecules or ions with the total composition CH3IOS2 at a distorted geometry.

The geometry in XYZ format:
```
8
Properties=species:S:1:pos:R:3:forces:R:3
C 1.08044 0.51767 -0.78580 2.2 -2.6 -0.2
O -1.76389 0.08974 -0.52254 -0.7 -0.3 -2.0
S 0.65275 0.61066 0.93420 0.4 0.4 0.4
S -1.36438 0.27477 0.85108 -0.1 0.0 2.1
I -2.33237 -2.93414 2.97895 0.1 0.2 -0.1
H 1.59211 1.35677 -1.16076 0.7 1.5 0.1
H 0.23522 0.42654 -1.44779 -0.4 -0.7 0.0
H 1.90014 -0.34201 -0.84735 -2.1 1.5 -0.3
```
Positions in Å, forces in eV/Å.

The gap between HOMO and LUMO (spin up / spin down) comes out at 0.327 / 0.186 Eh. As for the LUMO energy (spin up / spin down): -1.12 / -3.14 eV. Its electronic energy is -32902.19979 eV.



[5]
DFT (the ωB97M-V functional and the def2-TZVPD basis) results for 2 unconnected molecules or ions with the total composition CH3IOS2 at a distorted geometry.

The geometry in XYZ format:
```
8
Properties=species:S:1:pos:R:3:forces:R:3
C -0.89702 1.06172 1.10304 0.3 0.3 -1.5
O -0.02107 -1.13802 -1.33550 -2.2 2.1 -3.8
S 1.89890 -0.08112 1.05912 -0.4 0.3 -0.6
S 0.70680 1.45538 0.80575 -1.7 -0.6 1.6
I 0.86606 -1.66819 -3.03299 -0.2 0.1 0.4
H -1.65557 1.84679 1.40491 1.3 -0.8 -0.7
H -1.28869 0.09996 0.66836 0.6 0.7 1.2
H 0.39058 -1.57654 -0.67268 2.3 -2.2 3.4
```
Positions in Å, forces in eV/Å.

The gap between HOMO and LUMO (spin up / spin down) comes out at 0.267 / 0.267 Eh. As for the LUMO energy (spin up / spin down): -1.51 / -1.51 eV. Its electronic energy is -32901.29892 eV.



[6]
DFT (the ωB97M-V functional and the def2-TZVPD basis) results for 2 unconnected molecules or ions with the total composition CH3N2 at a distorted geometry.

The geometry in XYZ format:
```
6
Properties=species:S:1:pos:R:3:forces:R:3
C -0.70834 -0.57686 0.05057 -3.2 2.8 1.2
N 1.53247 0.12399 0.08521 1.7 -0.3 1.0
N 0.40330 -0.14224 -0.07944 0.0 0.1 -0.3
H -1.44475 -1.08450 -0.53184 0.1 -0.7 -0.3
H -1.79560 0.81046 0.89612 1.8 -2.2 -1.0
H 2.01291 0.86915 -0.42062 -0.4 0.2 -0.5
```
Positions in Å, forces in eV/Å.

The gap between HOMO and LUMO (spin up / spin down) comes out at 0.320 / 0.356 Eh. As for the LUMO energy (spin up / spin down): -8.41 / -7.66 eV. Its electronic energy is -4051.58105 eV. As for the net charge: +1.



Copy entry 6 word for word.
DFT (the ωB97M-V functional and the def2-TZVPD basis) results for 2 unconnected molecules or ions with the total composition CH3N2 at a distorted geometry.

The geometry in XYZ format:
```
6
Properties=species:S:1:pos:R:3:forces:R:3
C -0.70834 -0.57686 0.05057 -3.2 2.8 1.2
N 1.53247 0.12399 0.08521 1.7 -0.3 1.0
N 0.40330 -0.14224 -0.07944 0.0 0.1 -0.3
H -1.44475 -1.08450 -0.53184 0.1 -0.7 -0.3
H -1.79560 0.81046 0.89612 1.8 -2.2 -1.0
H 2.01291 0.86915 -0.42062 -0.4 0.2 -0.5
```
Positions in Å, forces in eV/Å.

The gap between HOMO and LUMO (spin up / spin down) comes out at 0.320 / 0.356 Eh. As for the LUMO energy (spin up / spin down): -8.41 / -7.66 eV. Its electronic energy is -4051.58105 eV. As for the net charge: +1.